{"formula": "C8H12N2O", "method": "ωB97M-V/def2-TZVPD", "e_homo_ev": -8.61, "gap_ev": 8.71, "e_above_lowest_kj_mol": 365.6, "smiles": "NCc1ccccc1.CN=O", "elements": ["N", "C", "C", "C", "C", "C", "C", "C", "H", "H", "H", "H", "H", "H", "H", "H", "H", "C", "N", "O", "H", "H", "H"], "xyz": [[0.4691, 1.6742, 0.9670], [0.5039, 0.6962, -0.1404], [-0.7791, -0.0577, -0.2030], [-0.9777, -1.3007, 0.4461], [-2.2243, -1.8657, 0.4283], [-3.3245, -1.2203, -0.2493], [-3.0923, -0.0427, -0.8540], [-1.8457, 0.5384, -0.8335], [-0.2288, 2.3708, 0.7455], [0.4399, 1.3282, 1.8855], [1.3285, 0.1056, 0.1319], [0.7041, 1.2197, -1.0339], [-0.0655, -1.7358, 0.7277], [-2.4405, -2.8810, 0.6955], [-4.2731, -1.6982, -0.2616], [-3.9072, 0.3547, -1.2992], [-1.7021, 1.2531, -1.5787], [3.9690, -0.3359, -0.0123], [2.9175, -1.2584, -0.0838], [2.8481, -1.9254, -1.0619], [4.4147, -0.2959, 1.0073], [4.7067, -0.5171, -0.7904], [3.4714, 0.6399, -0.3141]], "forces_ev_per_a": [[0.4, 1.3, -2.3], [-0.7, 0.3, 2.3], [-0.6, -0.4, 0.2], [-0.3, 1.7, -1.2], [-1.7, 0.0, -1.4], [2.3, -1.6, 2.1], [1.0, -0.7, 1.1], [0.0, -1.1, -0.3], [-0.1, 0.0, 0.7], [-0.4, -0.6, 1.0], [0.8, -1.2, -0.2], [0.2, 0.6, -1.1], [0.8, -1.1, 1.0], [0.4, -0.4, 0.7], [-0.6, -0.3, -0.1], [-2.1, 1.8, -1.8], [0.5, 1.9, -0.6], [1.3, 2.2, -0.6], [-1.6, -1.1, 1.6], [0.3, -0.5, -1.1], [-0.6, 0.1, -0.7], [0.3, -0.2, 0.0], [0.6, -0.8, 0.8]], "nbo_charge": [-0.843, -0.246, 0.002, -0.231, -0.195, -0.208, -0.204, -0.236, 0.358, 0.366, 0.198, 0.191, 0.219, 0.209, 0.207, 0.202, 0.203, -0.524, 0.122, -0.278, 0.233, 0.205, 0.251]}